# 1
Entry from OMol25: the molecule C4H4ClN (wB97M-V/def2-TZVPD).

Each line ends with the Löwdin charge.
Cartesian coordinates (Å):
1 C -0.63606 0.40288 -0.70761  -0.676
2 C -0.27007 0.85730 0.62973  -0.132
3 C -0.01148 -0.53682 0.27573  -0.297
4 C 1.30781 -1.24213 0.12503  -0.167
5 H -1.68584 0.13942 -0.88115  0.111
6 H -1.14471 1.13178 1.26977  0.133
7 H 0.60697 1.46816 0.78288  0.120
8 H -0.68626 -1.31954 0.64532  0.141
9 N 2.34320 -1.77138 0.05326  0.137
10 Cl 0.17644 0.87032 -2.19297  0.630

Properties
Relative energy (zero: lowest compared OMol25 entry of this formula, charge and spin), kJ/mol: 129.5
LUMO, Eh: 0.0244
Gap between HOMO and LUMO, eV: 11.32
SMILES: N#C[C@H]1C[C@H]1Cl



# 2
Entry from OMol25: a 4-piece molecular cluster, C3H14N2O2S overall (wB97M-V/def2-TZVPD).

Each line ends with the Löwdin charge.
Cartesian coordinates (Å):
1 C -0.44915 -0.05728 0.84829  -0.307
2 C -1.90750 0.18947 1.05251  -0.608
3 S -2.88152 -0.50492 -0.39645  0.737
4 N 0.44356 0.86829 1.51259  0.189
5 C 1.85980 0.63644 1.26644  -0.162
6 N 2.17846 0.97551 -0.17947  0.060
7 H -0.10886 -0.01490 -0.16775  0.064
8 H -0.23526 -1.11062 1.14872  0.158
9 H -2.24466 -0.09968 2.06623  0.092
10 H -2.14534 1.26248 1.11918  0.084
11 H -2.01723 -1.93371 0.56519  0.177
12 H 0.24538 0.70588 2.51615  0.189
13 H 2.09723 -0.40238 1.43086  0.139
14 H 2.51398 1.24784 1.88922  0.144
15 H 1.74209 1.84982 -0.38395  0.083
16 H 1.71752 0.32768 -0.80995  0.040
17 H -0.33046 0.51749 -3.15943  0.062
18 H -1.06454 0.14278 -1.86702  -0.048
19 O -0.20854 0.47183 -2.20601  -0.080
20 H 3.20782 -0.76916 -0.29901  0.012
21 H 3.85675 -1.54339 -1.40477  0.064
22 O 3.12326 -1.65053 -0.76718  -0.087

Properties
Relative energy (zero: lowest compared OMol25 entry of this formula, charge and spin), kJ/mol: 235.8
LUMO (alpha / beta), Eh: -0.1813 / -0.3231
Gap between HOMO and LUMO (alpha / beta), eV: 8.80 / 4.86
Charge: +1
Spin multiplicity: 2



# 3
Entry from OMol25: C33H45BrClKLiO14PS3 as an isolated structure (wB97M-V/def2-TZVPD).

Each line ends with the Löwdin charge.
Cartesian coordinates (Å):
1 C -1.70967 1.58056 -0.21690  0.144
2 C -1.49624 0.42536 -0.44442  -0.162
3 C -1.27118 -0.96539 -0.81564  -0.134
4 C 0.13579 -1.24283 -1.46393  -0.393
5 C -0.13626 -2.15787 -2.66699  -0.112
6 C -0.90178 -1.54537 -3.83922  -0.682
7 O -1.08452 -2.15107 -4.82520  0.095
8 Cl -1.59365 0.15849 -3.77586  0.675
9 O 0.58276 0.06248 -1.89600  -0.250
10 S 1.96750 0.16669 -2.60082  0.735
11 O 1.76541 -0.25498 -3.96235  -0.229
12 O 2.17862 1.62069 -2.64841  -0.376
13 C 3.29183 -0.81186 -1.77450  -0.461
14 C 4.10323 -0.03085 -0.72759  -0.137
15 C 4.71664 1.32349 -1.07849  -0.152
16 C 5.63714 1.36425 -2.28131  -0.193
17 O 4.97975 1.45180 -3.54002  -0.157
18 C 4.79071 2.78291 -3.90735  -0.231
19 O 4.28319 -1.31835 -2.58645  -0.120
20 C 3.91518 -2.09402 -3.76252  -0.304
21 C 5.03431 -3.09065 -4.04161  -0.071
22 C 2.55139 -2.05324 -1.09643  -0.466
23 S 3.67820 -2.99722 -0.02310  0.915
24 C 1.14298 -1.83450 -0.41413  -0.328
25 C 0.59108 -3.26472 -0.08685  -0.201
26 C 0.75101 -3.76620 1.35160  -0.113
27 P 1.14106 -0.79886 1.11560  0.510
28 O -0.10314 -0.93941 1.88851  -0.242
29 O 2.40130 -1.09259 2.04185  -0.118
30 O 1.39239 0.72973 0.74320  -0.095
31 H -2.14388 2.55023 -0.13912  0.038
32 H -1.42479 -1.61333 0.04021  0.101
33 H -2.06066 -1.19886 -1.52544  0.110
34 H -0.70722 -3.03358 -2.37638  0.147
35 H 0.75104 -2.56219 -3.17391  -0.010
36 H 4.95918 -0.65775 -0.51201  0.112
37 H 3.56843 0.07705 0.20402  0.081
38 H 4.01018 2.15047 -1.08054  0.103
39 H 5.36847 1.55395 -0.23213  0.128
40 H 6.30166 0.50492 -2.30141  0.136
41 H 6.29024 2.23644 -2.18124  0.124
42 H 4.21347 3.26461 -3.08843  0.057
43 H 4.15570 2.82129 -4.79154  -0.002
44 H 5.74622 3.28519 -4.07483  0.118
45 H 2.93781 -2.60936 -3.69852  -0.096
46 H 3.85075 -1.44215 -4.62777  0.112
47 H 5.58034 -2.78045 -4.92752  0.074
48 H 5.75280 -3.02585 -3.22274  0.070
49 H 4.64448 -4.09144 -4.18259  0.037
50 H 2.35031 -2.76790 -1.89143  0.073
51 H 4.78289 -2.96599 -0.77251  -0.092
52 H -0.46401 -3.34897 -0.31594  0.084
53 H 1.07330 -4.01131 -0.71461  0.127
54 H 0.35309 -4.78026 1.36764  0.078
55 H 0.18049 -3.23227 2.10358  0.070
56 H 1.78021 -3.87658 1.68772  0.040
57 H 2.54824 -2.03799 2.17674  0.044
58 H 2.04824 1.10518 1.34664  0.103
59 Li 0.68985 2.25357 -3.53390  0.713
60 C -3.74725 1.60633 9.74427  -0.059
61 C -5.07225 1.18487 9.70908  -0.058
62 C -5.58051 0.58481 8.57018  -0.003
63 C -4.76913 0.41267 7.45618  -0.083
64 C -3.44536 0.85557 7.48393  -0.083
65 C -2.93607 1.44288 8.63488  -0.005
66 C -2.56669 0.72377 6.28505  -0.277
67 O -1.41548 1.10519 6.31376  0.104
68 C -3.14745 0.11847 5.05283  -0.079
69 C -2.36711 0.03416 3.90774  0.008
70 C -2.88443 -0.53590 2.75789  -0.057
71 C -4.18454 -1.03244 2.75143  -0.050
72 C -4.97136 -0.94782 3.88892  -0.005
73 C -4.46004 -0.36502 5.04049  -0.086
74 C -5.33035 -0.25240 6.24415  -0.278
75 O -6.46416 -0.68321 6.24088  0.105
76 H -3.34984 2.06744 10.63865  0.107
77 H -5.70759 1.32398 10.57358  0.107
78 H -6.60779 0.25008 8.53775  0.120
79 H -1.90682 1.77260 8.65376  0.119
80 H -1.35649 0.41603 3.91390  0.115
81 H -2.27386 -0.59172 1.87424  0.054
82 H -4.58702 -1.48443 1.85304  0.106
83 H -5.98333 -1.32833 3.88816  0.120
84 C -4.70396 3.36410 -3.09628  -0.255
85 S -3.08268 3.91480 -3.61723  0.780
86 O -2.24668 4.09293 -2.38924  -0.577
87 C -3.58597 5.54376 -4.17012  -0.262
88 H -4.59955 2.36488 -2.67815  0.052
89 H -5.09309 4.04379 -2.33841  0.064
90 H -5.36685 3.33254 -3.96011  0.061
91 H -4.04723 6.08310 -3.34318  0.063
92 H -4.28597 5.44093 -4.99842  0.060
93 H -2.69893 6.07535 -4.50717  0.052
94 Br 1.77206 -4.13091 -4.75551  -0.131
95 K 3.20051 4.49193 -4.85257  0.928
96 O -2.39285 -4.48254 0.67225  -0.043
97 H -1.81958 -5.17966 1.00562  0.036
98 H -2.41039 -3.82826 1.38054  0.037
99 O 3.59134 5.64025 -7.91602  -0.640
100 H 3.01289 5.53227 -8.67741  -0.194

Properties
LUMO, Eh: -0.0770
Gap between HOMO and LUMO, eV: 4.37



# 4
Entry from OMol25: C42H52MnN7PS4Sb as an isolated structure (wB97M-V/def2-TZVPD).

Each line ends with the Löwdin charge.
Cartesian coordinates (Å):
1 Mn 0.04711 1.10108 0.72556  0.412
2 C -0.84513 -2.44699 2.98828  -0.017
3 C -0.72109 -1.03055 2.51064  -0.222
4 N -0.05297 -0.76963 1.34385  -0.086
5 N 0.56893 -1.89338 0.78679  -0.032
6 C 0.74748 -1.89004 -0.56859  -0.878
7 N 1.41048 -2.99028 -1.03912  0.068
8 S 0.18888 -0.64794 -1.52672  0.666
9 C -1.35066 0.16275 3.02583  -0.218
10 C -2.18807 0.12741 4.15352  -0.017
11 C -2.85121 1.28803 4.51100  -0.055
12 C -2.45586 2.50206 3.90437  -0.049
13 C -1.64796 2.45930 2.78418  -0.142
14 N -1.13091 1.32204 2.32089  -0.020
15 H -0.97785 -3.06075 2.08637  0.085
16 H -1.72515 -2.45702 3.59966  0.058
17 H 0.01135 -2.76249 3.59863  0.090
18 H 1.17557 -2.46011 1.40828  0.159
19 H 1.79260 -3.76215 -0.51102  0.098
20 H 1.68918 -2.92038 -2.05564  0.127
21 H -2.49387 -0.80589 4.63680  0.107
22 H -3.55873 1.40364 5.31258  0.098
23 H -2.74873 3.43303 4.29944  0.087
24 H -1.41415 3.35397 2.24644  0.092
25 S -3.53637 2.18153 -1.93631  0.362
26 C -2.03100 2.52053 -2.74057  -0.683
27 C -2.08153 2.58445 -4.16143  -0.299
28 N -2.06321 2.61885 -5.35453  0.150
29 C -0.83133 2.86809 -2.11043  -0.752
30 S -0.46314 3.00672 -0.47484  0.642
31 C 0.18715 3.27901 -3.08469  -0.267
32 N 1.16713 3.59559 -3.67605  0.141
33 C 2.12947 3.53453 3.51846  -0.094
34 C 3.36317 2.63433 3.18213  -0.577
35 C 4.57336 3.54187 3.35296  -0.117
36 C 3.33655 1.42134 4.15900  -0.085
37 P 3.25797 2.03219 1.34217  0.873
38 N 1.80065 1.54239 1.15728  -0.343
39 C 4.61530 0.62547 1.07142  -0.604
40 C 6.07014 1.05819 1.32613  -0.098
41 C 4.61067 0.17816 -0.38169  -0.101
42 C 4.28502 -0.53628 1.99145  -0.121
43 C 3.62814 3.47908 0.11870  -0.557
44 C 3.37816 3.01630 -1.34743  -0.109
45 C 5.03007 4.16569 0.18175  -0.100
46 C 2.55471 4.57794 0.45367  -0.121
47 H 2.24927 3.70375 4.61985  0.081
48 H 1.21429 2.92707 3.44015  0.061
49 H 2.06019 4.50791 3.00669  0.064
50 H 4.53604 3.89584 4.38658  0.078
51 H 4.51109 4.48857 2.77264  0.074
52 H 5.54041 3.05841 3.20989  0.056
53 H 2.91261 1.77756 5.11083  0.078
54 H 4.29727 0.96570 4.30953  0.053
55 H 2.65741 0.61324 3.82066  0.070
56 H 6.37109 1.89592 0.68254  0.062
57 H 6.74943 0.19696 1.09590  0.092
58 H 6.25947 1.38701 2.37713  0.068
59 H 4.91518 0.99222 -1.05439  0.058
60 H 3.59181 -0.17425 -0.64881  0.081
61 H 5.27474 -0.70414 -0.41907  0.083
62 H 4.72844 -0.39222 2.96910  0.049
63 H 4.68145 -1.50896 1.58375  0.095
64 H 3.20944 -0.63477 2.15828  0.047
65 H 4.30254 2.51453 -1.70468  0.049
66 H 3.21382 3.85476 -2.04006  0.071
67 H 2.55770 2.25469 -1.29985  0.067
68 H 5.63914 3.69739 -0.60702  0.065
69 H 5.57550 4.00792 1.13382  0.043
70 H 4.98378 5.25396 0.01034  0.083
71 H 1.60397 4.12084 0.70140  -0.011
72 H 2.40781 5.23276 -0.42357  0.087
73 H 2.92893 5.21195 1.32970  0.075
74 S -3.44290 1.11845 -0.25247  -0.110
75 Sb -2.98835 -1.73189 -1.56410  1.412
76 C -5.11905 -1.76035 -1.98705  -0.394
77 C -5.88818 -1.34497 -0.90204  -0.199
78 C -7.25509 -1.07866 -1.02582  -0.064
79 C -7.83461 -1.27184 -2.34998  -0.100
80 C -7.05049 -1.68645 -3.41319  -0.097
81 C -5.70403 -2.06959 -3.16567  -0.122
82 C -3.00892 -3.81666 -0.92499  -0.391
83 C -4.06685 -4.48001 -0.32564  -0.118
84 C -4.02044 -5.87081 -0.12733  -0.102
85 C -2.80494 -6.54262 -0.24608  -0.103
86 C -1.66281 -5.83651 -0.73387  -0.092
87 C -1.83596 -4.51236 -1.10095  -0.204
88 C -2.47940 -2.23576 -3.57852  -0.397
89 C -2.27940 -1.21130 -4.51619  -0.128
90 C -1.73979 -1.45620 -5.78416  -0.087
91 C -1.46100 -2.76993 -6.16640  -0.105
92 C -1.79711 -3.81702 -5.29823  -0.111
93 C -2.41987 -3.54889 -4.08417  -0.141
94 H -5.40045 -1.04590 0.03115  0.058
95 H -7.88669 -0.73360 -0.21394  0.088
96 H -8.84216 -0.93249 -2.55728  0.082
97 H -7.52171 -1.78843 -4.39086  0.094
98 H -5.21543 -2.59677 -3.99973  0.102
99 H -4.96891 -3.91078 -0.01873  0.099
100 H -4.92708 -6.40182 0.13313  0.092
101 H -2.76639 -7.57045 0.07317  0.082
102 H -0.72922 -6.40501 -0.86456  0.096
103 H -0.93099 -4.01559 -1.44033  0.070
104 H -2.43626 -0.15742 -4.21136  0.084
105 H -1.61496 -0.60092 -6.41444  0.091
106 H -1.06934 -2.99555 -7.17140  0.097
107 H -1.45757 -4.83106 -5.51951  0.094
108 H -2.79680 -4.41711 -3.53901  0.095

Properties
Relative energy (zero: lowest compared OMol25 entry of this formula, charge and spin), kJ/mol: 0.0
LUMO (alpha / beta), Eh: 0.0451 / 0.0497
Gap between HOMO and LUMO (alpha / beta), eV: 4.36 / 4.72
Charge: -1
Spin multiplicity: 6



# 5
Entry from OMol25: a 2-piece molecular cluster, C4H7NO4 overall (wB97M-V/def2-TZVPD).

Each line ends with the Löwdin charge.
Cartesian coordinates (Å):
1 C -1.16651 -0.69987 0.24142  -0.426
2 C 0.58418 -0.18153 -1.56017  0.001
3 C 3.04940 1.23427 1.09421  -0.471
4 C 0.03074 0.15552 -0.21611  -0.374
5 N -2.00501 -0.04634 1.22321  0.069
6 O 3.21530 0.23292 0.56271  0.203
7 O -1.92587 -1.07522 -0.87131  -0.014
8 O 2.93941 2.23370 1.63656  0.221
9 O 0.46722 1.01442 0.51265  0.083
10 H -2.74957 -1.45613 -0.54438  0.104
11 H -0.72981 -1.59452 0.73091  0.161
12 H -1.44505 0.22756 2.02320  0.080
13 H -2.39207 0.80451 0.82324  0.089
14 H 1.36545 0.51893 -1.84108  0.088
15 H 0.98829 -1.19147 -1.52918  0.101
16 H -0.22608 -0.17676 -2.28590  0.086

Properties
Relative energy (zero: lowest compared OMol25 entry of this formula, charge and spin), kJ/mol: 37.6
LUMO, Eh: 0.0219
Gap between HOMO and LUMO, eV: 10.26
SMILES: CC(=O)[C@@H](N)O.O=C=O



# 6
Entry from OMol25: a 2-piece molecular cluster, C5H8O2 overall (wB97M-V/def2-TZVPD).

Each line ends with the Löwdin charge.
Cartesian coordinates (Å):
1 O 2.31471 -1.05258 1.82654  -0.076
2 C 1.43723 0.02329 -0.92283  0.113
3 C 0.17236 0.17145 -0.54182  -0.231
4 C -0.99603 1.08429 -0.88836  -0.121
5 C -1.94157 0.16535 -0.06185  -0.073
6 C -0.70820 -0.64448 0.35325  -0.355
7 O -0.52200 -1.55567 1.12537  0.095
8 H 1.44538 -1.47311 1.72595  0.008
9 H 2.05377 -0.76190 -0.49222  0.067
10 H 1.89274 0.68955 -1.65039  0.076
11 H 2.10011 -0.11092 1.84544  0.035
12 H -0.89821 2.09072 -0.47123  0.112
13 H -1.22362 1.16246 -1.95382  0.111
14 H -2.64573 -0.41644 -0.66399  0.120
15 H -2.48096 0.62800 0.76997  0.118

Properties
Relative energy (zero: lowest compared OMol25 entry of this formula, charge and spin), kJ/mol: 150.3
LUMO, Eh: -0.0057
Gap between HOMO and LUMO, eV: 9.89
SMILES: C=C1CCC1=O.O